Entry 1:
{
  "formula": "C4H13NO3",
  "method": "the ωB97M-V functional and the def2-TZVPD basis",
  "homo_lumo_gap_ev": 9.91,
  "spin_multiplicity": 1,
  "smiles": "C[C@@H](O)[C@@H](N)CO.O",
  "e_homo_ev": -9.443,
  "lumo_ev": 0.46,
  "species": ["O", "N", "C", "O", "C", "H", "C", "H", "H", "H", "H", "H", "H", "H", "C", "H", "H", "H", "H", "H", "O"],
  "coordinates": [[2.6732, -0.7773, 2.5837], [1.4878, 0.1003, -0.1707], [0.0393, -0.1575, -0.1526], [0.1179, 1.5382, 1.6482], [-1.9836, -0.7552, -1.5006], [-0.4385, 1.4312, 2.4303], [-0.4685, -0.5034, -1.5828], [-2.2652, -1.7393, -1.1660], [1.6960, 0.4567, 0.7581], [0.6159, 0.9298, -2.3174], [0.0475, -1.4354, -1.8957], [2.0253, -0.7591, -0.2154], [-0.4568, 1.9862, -0.2644], [-0.2505, -0.9530, 0.5355], [-0.5363, 1.1378, 0.4417], [1.9849, -0.1408, 2.8340], [2.3875, -1.6421, 2.8694], [-2.3974, -0.4343, -2.4614], [-1.6055, 1.1265, 0.7102], [-2.3680, -0.0552, -0.7317], [-0.3050, 0.6460, -2.3524]],
  "forces_ev_per_a": [[0.1, 0.6, -0.1], [-0.2, -0.3, 0.1], [0.5, 0.3, 0.2], [0.8, -0.2, 0.5], [0.4, 1.5, 0.3], [0.0, -0.1, -0.5], [-0.7, 0.0, 2.3], [0.0, -0.5, -0.3], [0.3, 0.2, -0.3], [0.1, -0.1, 0.2], [0.1, 0.7, -0.4], [-0.1, -0.1, -0.2], [0.3, -0.6, 0.2], [0.0, -0.4, 0.1], [-1.4, 1.1, -0.1], [0.2, -0.4, 0.0], [-0.3, -0.2, 0.2], [-0.2, -0.5, 0.2], [0.2, -0.6, -0.5], [-0.1, -0.4, -0.6], [0.2, 0.0, -1.2]]
}

Entry 2:
{
  "formula": "C11H22Cl2GdI2NP2",
  "method": "the ωB97M-V functional and the def2-TZVPD basis",
  "homo_lumo_gap_ev": [6.37, 6.26],
  "spin_multiplicity": 8,
  "charge": 2,
  "e_homo_ev": [-13.277, -13.608],
  "lumo_ev": [-6.90, -7.34],
  "species": ["H", "H", "C", "Cl", "I", "H", "I", "C", "H", "C", "H", "H", "H", "C", "C", "H", "H", "C", "C", "H", "H", "H", "H", "C", "Gd", "C", "H", "P", "Cl", "H", "P", "N", "H", "H", "C", "H", "C", "H", "H", "H", "H"],
  "coordinates": [[-3.3921, 0.9930, 0.6435], [-0.2068, 0.0071, 6.4511], [-3.3389, -1.5196, -2.1922], [0.0616, -0.5033, -5.8597], [0.8507, -1.1652, 0.4064], [-4.4413, -1.3528, -2.2029], [0.9343, 1.3330, 0.2648], [-3.5750, 0.0442, 0.0995], [-4.4592, 1.1829, -2.2020], [3.4304, -1.4519, -1.9846], [4.2579, -0.7275, 0.6994], [-3.4222, -0.8006, 0.7810], [-3.1677, -2.3338, -1.4791], [0.4471, 0.9060, 4.6454], [-0.4184, 0.1041, 5.3945], [-3.0412, 1.6449, -3.3217], [-1.9182, -1.2861, 2.5731], [-1.3624, -0.6899, 4.6482], [-3.3659, 1.3439, -2.2822], [-4.6274, 0.0375, -0.1981], [4.5374, 1.3448, -2.4179], [5.1580, 0.3364, -0.4737], [3.2866, 2.4549, -1.7234], [4.2272, 0.2089, 0.1272], [-2.0216, -0.1544, -4.5986], [-1.2906, -0.7110, 3.2693], [3.2323, -2.2926, -1.2983], [2.9650, 0.1035, -1.1847], [1.5972, 1.9822, 5.3691], [2.9047, 1.4743, -3.2031], [-2.5034, -0.0590, -1.4140], [-0.3835, 0.0534, 2.6358], [-2.9620, -1.9060, -3.1883], [1.6896, 0.3644, 2.9505], [0.6647, 0.4599, 3.3749], [-3.1497, 2.2105, -1.6400], [3.4395, 1.5010, -2.2518], [-2.1255, -1.3214, 5.1210], [4.0650, 1.1189, 0.7395], [2.9039, -1.5717, -2.9346], [4.5200, -1.3632, -2.1436]],
  "forces_ev_per_a": [[0.1, -0.6, -0.3], [-0.8, 0.3, 0.2], [-0.7, -0.2, 0.0], [-0.4, 0.1, 0.3], [-0.4, -2.9, 0.1], [0.7, -0.2, -0.4], [-0.8, 2.9, -0.1], [0.1, 0.2, 0.2], [0.5, 0.2, -0.6], [0.4, 0.0, -0.2], [0.1, 0.5, 0.0], [0.2, 0.2, -0.2], [0.1, -0.1, -0.3], [1.2, -1.2, 1.6], [-1.4, -0.4, -1.5], [-0.5, 0.0, 1.0], [-0.2, 0.3, 0.8], [0.4, -0.3, 1.4], [-0.3, 0.3, 0.1], [0.1, 0.0, 0.0], [-0.9, 0.4, -0.1], [-0.4, -0.2, 0.7], [0.0, -0.4, -0.2], [0.0, 0.4, -0.4], [0.7, -0.1, -0.4], [-0.4, 1.9, -0.5], [0.0, 0.4, -0.4], [1.6, 0.1, -0.4], [-0.2, -0.4, 0.0], [0.1, 0.1, 0.1], [-0.1, 0.2, -0.1], [1.5, -2.5, 0.9], [-0.5, 0.1, 1.1], [-0.7, 1.1, -0.1], [-0.6, 1.1, -1.6], [0.0, 0.0, -0.4], [0.8, -0.4, -0.1], [0.7, 0.2, 0.1], [0.2, -0.7, -0.2], [0.1, -0.2, 0.1], [-0.4, -0.3, -0.2]]
}